This record from the Open Molecules 2025 dataset describes one molecule with the formula C17H17N5OS2 in a non-equilibrium geometry. The level of theory is ωB97M-V/def2-TZVPD.

DFT total energy (hartree): -1802.79259
SMILES string: Cc1ccc(C(=O)CSc2nnc(-c3snnc3C)n2C2CC2)cc1
Largest force on an atom (eV Å⁻¹): 17.87
Orbital gap (eV): 8.08
Relative energy (zero: lowest compared OMol25 entry of this formula, charge and spin) (kcal per mole): 395.8
LUMO (eV): -0.5

Each line ends with the natural charge from an NBO analysis.
Atoms and positions in Å:
C: 1.92 4.93 3.09  -0.633
C: 1.41 3.45 2.94  -0.045
C: 0.01 3.12 3.08  -0.213
C: -0.38 1.95 3.06  -0.171
C: 0.67 0.90 2.86  -0.184
C: 1.87 1.24 2.90  -0.133
C: 2.29 2.65 2.96  -0.204
H: 3.48 2.52 2.91  0.233
H: 2.63 0.26 2.87  0.204
C: -0.11 -0.46 2.90  0.563
O: -1.33 -0.78 3.51  -0.518
C: 0.81 -1.68 2.54  -0.448
H: 0.28 -2.45 2.15  0.254
H: 1.50 -1.84 3.09  0.189
S: 1.54 -1.25 0.76  0.144
C: 0.00 -1.45 -0.17  0.242
N: -0.94 -2.19 0.04  -0.343
N: -1.83 -2.28 -0.86  -0.236
C: -1.36 -1.85 -1.89  0.290
N: -0.20 -1.11 -1.45  -0.363
C: 0.88 -0.40 -2.26  -0.115
C: 2.13 -0.58 -2.11  -0.434
C: 1.35 -1.03 -3.41  -0.437
H: 1.43 -0.29 -4.29  0.234
H: 1.36 -2.29 -3.60  0.258
H: 2.89 0.12 -2.36  0.240
H: 2.69 -1.36 -1.77  0.254
H: 0.40 0.52 -2.31  0.231
C: -2.02 -1.41 -3.07  -0.377
C: -3.20 -2.12 -3.57  0.126
N: -3.55 -1.90 -4.69  -0.202
N: -2.68 -0.99 -5.31  -0.529
S: -1.55 -0.51 -4.39  0.889
C: -3.84 -3.08 -2.79  -0.642
H: -4.32 -2.62 -1.87  0.251
H: -4.85 -3.71 -3.27  0.238
H: -3.15 -4.07 -2.39  0.249
H: -1.67 1.93 3.22  0.262
H: -0.62 4.08 3.30  0.211
H: 1.12 5.66 3.26  0.216
H: 2.56 5.19 2.19  0.230
H: 2.40 5.20 4.21  0.221